Record 1
Molecular formula: C32H50Cl42NO
Method: DFT, ωB97M-V/def2-TZVPD

Structure (XYZ):
```
126
Properties=species:S:1:pos:R:3:lowdin_charge:R:1
C 13.955 -6.965 1.574 -1.56
H 2.420 6.666 -1.809 0.09
C 4.694 6.913 -0.476 -0.19
Cl -5.359 -8.003 5.786 0.53
H 1.149 4.803 1.953 0.10
C -6.922 0.030 1.701 -1.54
H 7.749 4.214 -2.360 0.11
Cl -9.319 -5.962 7.503 0.54
N -0.247 1.259 -0.339 -0.17
H 1.312 2.588 0.645 0.07
H 14.386 -7.957 1.602 0.01
Cl 12.720 -6.933 0.313 0.52
Cl -7.701 -3.118 -5.980 0.51
Cl -12.023 -2.731 3.853 0.53
C 1.329 5.047 -0.769 -0.23
H 12.701 -1.401 3.461 0.02
H -7.305 -3.864 -3.792 -0.01
Cl 8.195 -2.281 -0.884 0.54
Cl -3.783 -5.758 -4.910 0.47
Cl -8.867 0.976 -5.539 0.52
Cl -11.750 0.158 3.945 0.52
C -0.777 2.138 0.670 -0.37
C -1.251 0.582 -1.067 -0.35
H 10.171 -2.136 0.363 -0.06
H -11.029 -4.797 12.008 -0.03
H -0.575 4.567 2.050 0.10
H 3.710 1.183 0.746 0.07
H 5.714 5.081 -0.173 0.08
C -0.705 -2.038 -4.237 -1.51
Cl -7.521 -9.564 4.636 0.52
H 6.576 1.323 -0.105 0.08
H -0.781 4.701 -0.494 0.09
Cl -12.020 -3.266 13.478 0.52
H 6.028 3.222 -0.848 0.09
Cl 2.796 1.374 -5.421 0.50
Cl -5.165 -0.603 -7.235 0.51
Cl 12.281 -2.964 1.769 0.54
H 1.950 4.228 -0.407 0.08
H -1.137 -1.921 -3.250 -0.05
Cl -9.936 0.367 -2.887 0.50
H 3.787 4.953 -0.198 0.09
H 3.278 6.149 1.004 0.11
C -4.076 -0.941 -8.576 -1.55
C 5.952 1.827 -2.455 -0.19
C -6.970 -3.014 -4.371 -1.52
Cl -2.825 0.300 -8.698 0.52
H 6.981 1.461 -2.421 0.10
Cl -1.377 -3.502 -4.984 0.49
Cl -10.663 -1.471 6.089 0.53
H -11.099 0.874 -4.855 0.01
O -0.624 -1.396 0.128 0.02
H -7.646 -7.885 6.265 -0.04
H 1.755 7.170 -0.274 0.10
H 6.578 4.209 -3.651 0.11
H 5.061 2.162 1.382 0.06
C 0.298 4.373 1.410 -0.23
C 13.033 -1.512 2.437 -1.52
H -3.592 -1.891 -8.387 0.01
C 6.681 4.334 -2.564 -0.20
C -7.071 -8.016 5.358 -1.57
H 0.591 2.430 2.252 0.10
H 5.549 1.724 -3.467 0.09
H -9.098 -3.636 7.338 -0.02
C 9.319 -1.488 0.223 -1.56
C -1.074 -0.947 -0.890 -0.27
H 4.160 1.522 -1.392 0.03
C 4.768 1.180 1.006 -0.09
Cl -4.971 -1.072 -10.096 0.51
H -10.058 -1.452 3.822 -0.03
Cl -7.452 -6.684 4.267 0.51
H 4.454 7.486 -1.371 0.09
H -1.324 1.560 1.463 0.09
Cl -5.204 -3.083 -4.487 0.48
Cl -7.464 -4.227 8.908 0.54
C -10.189 1.244 -4.403 -1.54
H -6.941 0.717 0.861 0.02
C 5.792 3.258 -1.917 -0.22
Cl -10.393 2.970 -4.092 0.52
H -1.382 -1.626 -1.705 0.06
Cl -8.192 0.504 2.845 0.51
H 6.794 6.458 -0.214 0.10
C 0.049 5.108 0.083 -0.20
H 5.933 -0.354 -0.045 0.07
Cl -5.338 0.130 2.463 0.55
Cl 9.891 0.035 -0.457 0.50
C 0.446 2.856 1.251 -0.23
C 5.938 5.997 -0.715 -0.20
Cl 13.241 -6.629 3.153 0.51
H -2.276 0.892 -0.767 0.10
Cl -7.486 -1.540 -3.561 0.50
H 7.052 6.451 -2.481 0.10
Cl -7.225 -1.603 1.092 0.51
Cl -1.108 -0.612 -5.194 0.53
Cl 14.791 -1.680 2.439 0.52
C -9.055 -4.343 8.156 -1.54
C -10.994 -4.647 13.079 -1.57
Cl -6.114 -6.651 -3.427 0.53
H 4.737 3.538 -1.997 0.11
H -1.175 0.755 -2.168 0.06
H -4.562 -7.944 -4.613 0.01
C 6.231 5.776 -2.219 -0.19
Cl -11.590 -6.113 13.862 0.52
H -1.520 2.875 0.280 0.08
Cl 8.564 -1.222 1.797 0.52
H 1.064 4.788 -1.791 0.02
C 1.712 1.779 -4.080 -1.51
Cl -9.319 -4.333 13.534 0.52
H 0.695 1.591 -4.398 -0.02
C 3.522 6.002 -0.050 -0.20
Cl 1.049 -2.230 -4.091 0.53
C 5.679 0.700 -0.148 -0.25
H 4.937 7.558 0.372 0.10
Cl -5.956 -7.095 -6.294 0.52
Cl 1.858 3.481 -3.662 0.59
C 5.050 0.921 -1.554 -0.25
Cl -10.323 -3.926 9.314 0.53
C -11.000 -1.382 4.355 -1.56
H 4.906 0.498 1.851 0.06
Cl 15.244 -5.813 1.213 0.51
Cl 12.549 -0.067 1.543 0.53
H 5.359 6.042 -2.818 0.10
H -0.228 6.134 0.348 0.10
C -5.038 -6.988 -4.789 -1.53
C 2.196 6.318 -0.796 -0.19
H 4.745 0.001 -2.049 0.08
Cl 2.055 0.762 -2.685 0.60
```

## Properties
- E_LUMO: 1.30 eV
- Kohn-Sham gap: 0.1253 hartree
- Total charge: -1

=====

Record 2
Molecular formula: C32H50ClF2MgN4O8
Method: DFT, ωB97M-V/def2-TZVPD

Structure (XYZ):
```
98
Properties=species:S:1:pos:R:3:lowdin_charge:R:1
H 3.125 0.761 7.251 0.06
H -7.414 -2.288 -8.241 0.12
C -2.162 -3.121 -1.490 -0.29
C 0.000 -1.290 1.305 -0.17
C 1.395 -1.948 1.020 -0.22
N 1.867 -1.522 -1.484 0.02
H 1.411 1.225 7.442 0.06
Mg -3.102 -3.742 0.720 0.45
H -5.403 4.427 -4.876 0.12
H 7.349 3.027 9.233 0.12
O 10.808 1.389 6.938 0.09
C -10.430 -0.983 -9.090 -0.10
H -0.994 -1.087 3.363 0.09
C 7.982 3.001 8.355 0.03
H -4.331 1.983 -5.830 0.09
C 0.204 2.164 0.057 -0.06
H 1.127 -5.106 4.490 0.13
C -1.429 2.262 -1.926 -0.02
H 2.673 0.254 -2.254 0.14
H 3.073 1.878 5.239 0.04
C -6.711 2.934 -5.718 -0.09
H 8.223 4.622 5.269 0.13
F 2.538 3.236 4.371 -0.65
C -0.026 0.214 -3.415 -0.06
H 1.599 -7.612 3.988 0.12
C 0.388 0.645 3.097 -0.14
O 4.606 4.305 5.526 -0.11
N 1.669 -2.279 -0.411 -0.02
H 2.803 -4.764 4.349 0.11
H -9.501 -2.885 -9.455 0.10
H -1.740 -4.014 -1.963 0.09
C 2.383 -6.979 4.437 -0.30
O 1.911 -5.414 2.645 -0.02
H 1.416 -2.922 1.582 0.08
H -0.852 -2.038 1.220 0.03
H -5.058 4.039 -6.570 0.11
H -1.609 0.517 -4.963 0.09
O 2.478 -6.969 5.697 0.02
H 2.671 2.491 7.412 0.06
C 7.639 3.945 7.267 -0.37
C -0.014 -0.857 2.866 -0.33
H 0.617 0.828 4.201 0.07
H -1.977 3.069 -1.381 0.11
H -1.974 -3.149 -0.414 -0.20
H -0.626 -2.008 -1.868 0.04
C -0.212 1.638 -1.363 -0.17
H 0.451 -0.555 -4.068 0.08
O -1.574 -1.961 -2.041 -0.12
H -11.105 0.991 -8.575 0.11
H 1.650 -4.491 -0.120 0.15
H 1.138 1.702 0.452 0.06
H 0.798 -1.520 3.432 -0.10
F -6.992 -0.021 -7.064 0.05
H -11.338 -1.236 -9.624 0.10
O 6.700 4.704 7.366 0.11
C -1.955 1.894 -3.247 -0.05
C -1.233 0.839 -3.964 -0.08
C -9.140 0.593 -7.808 -0.02
C 2.368 1.518 7.004 -0.20
C 9.865 2.150 7.036 -0.39
H 3.279 -7.263 3.859 0.13
O -4.370 2.691 -5.177 -0.10
H 2.166 0.361 -0.539 0.13
H -0.228 -0.428 0.625 0.08
C -5.363 3.619 -5.606 -0.30
H 5.177 4.952 5.959 -0.02
H 0.272 3.278 0.106 0.10
H 3.245 -1.435 -4.001 0.12
N 2.431 -2.031 -3.854 0.13
H 1.927 -2.351 -4.671 0.11
C 1.853 -0.036 -1.533 -0.03
C 8.489 3.927 6.055 0.03
H -0.630 1.847 0.747 0.08
C 1.763 -3.601 -0.773 -0.02
H -6.668 2.112 -6.432 0.04
N 2.040 -3.652 -2.129 0.13
C -8.232 -1.582 -8.317 -0.02
C 9.522 3.094 5.949 0.02
H 1.304 0.963 2.539 0.06
H 3.739 4.730 5.493 0.01
O 2.218 1.616 5.605 -0.23
H -7.481 3.640 -6.040 0.08
C 0.542 0.595 -2.101 -0.13
H 9.280 1.472 9.034 0.12
H 2.249 -1.349 1.453 0.03
H -7.004 2.507 -4.756 0.09
H -2.857 2.352 -3.710 0.07
H 10.155 3.067 5.070 0.12
C -8.119 -0.336 -7.728 -0.28
H -9.024 1.559 -7.334 0.11
H -0.462 1.355 2.858 0.06
Cl 2.542 -1.842 3.526 -0.01
C -9.398 -1.908 -8.997 -0.08
C 9.015 2.168 8.248 0.02
C 2.016 -5.403 3.910 -0.31
H -3.239 -3.090 -1.671 0.04
C -10.301 0.269 -8.498 -0.08
C 2.131 -2.348 -2.573 -0.35
```

## Properties
- E_LUMO: -0.72 eV
- Kohn-Sham gap: 0.0668 hartree
- Total charge: -1

=====

Record 3
Molecular formula: C32H50F2N4O4P2PbTe
Method: DFT, ωB97M-V/def2-TZVPD

Structure (XYZ):
```
96
Properties=species:S:1:pos:R:3:lowdin_charge:R:1
N 4.461 -0.743 1.157 -0.30
H -5.626 -1.506 -1.568 0.09
H -2.991 -3.532 1.422 0.10
H 5.426 2.811 -0.086 0.10
H -5.287 3.244 -2.527 0.12
F 1.122 -2.978 -0.523 0.02
H -0.957 1.154 4.255 0.06
H 0.055 -2.842 1.159 0.09
C 4.670 2.051 -0.281 -0.07
H -9.069 0.194 0.310 0.12
Te -3.183 -0.799 0.050 1.45
C 2.183 -2.608 3.106 -0.07
C -0.196 1.437 4.979 -0.08
H -3.009 -2.872 5.651 0.12
C 1.341 0.355 -3.082 -0.18
C -2.029 2.355 -2.429 -0.02
H -2.921 -4.423 3.723 0.12
C 0.894 -1.993 5.086 -0.06
H -1.211 2.085 -3.085 0.11
C -5.252 -0.240 0.133 -0.48
C -3.129 -0.607 3.137 -0.15
H -3.450 2.520 -4.013 0.12
H -0.040 -2.452 4.746 0.08
N 1.122 1.046 4.483 -0.29
H -5.174 1.070 1.842 0.09
H 3.817 -1.859 -0.495 0.07
H -0.294 2.803 0.476 0.07
C 3.171 3.024 1.397 -0.07
C -3.002 -2.855 2.267 -0.13
H -0.423 0.957 5.935 0.09
H 1.092 1.296 -3.579 0.12
H -8.065 -1.202 -1.470 0.12
C 1.112 -1.952 -3.753 -0.13
H -0.843 -1.093 -4.127 0.14
H 2.965 -3.163 3.625 0.10
H 3.153 0.874 4.998 0.08
C -4.322 2.992 -2.106 -0.02
C -7.178 0.712 1.181 -0.06
C -3.021 -2.483 4.642 -0.07
H -3.195 0.463 2.981 0.09
H 3.906 3.784 1.663 0.10
H 2.315 2.275 5.685 0.10
H 2.027 0.560 -2.261 0.09
H -7.616 1.325 1.958 0.11
F -1.063 -3.061 -0.481 -0.07
P 1.271 -0.073 3.305 0.51
H 2.518 3.438 0.620 0.08
H 6.445 -0.067 1.487 0.10
C -6.060 -0.875 -0.802 -0.15
C 4.692 -1.772 0.146 -0.07
Pb -0.206 -0.109 0.018 1.32
H 5.299 0.277 2.793 0.08
C -3.085 -1.482 2.061 -0.50
C -3.277 2.601 -2.948 -0.04
H 1.374 -3.307 2.874 0.09
H -0.785 -2.065 -2.642 0.11
H -4.938 3.376 -0.093 0.12
H 2.974 -0.812 -3.932 0.12
P 3.238 0.323 1.067 0.49
H -0.224 2.518 5.122 0.10
C -2.887 2.775 -0.196 -0.06
C -7.436 -0.708 -0.742 -0.06
H 0.654 -1.164 5.752 0.07
C -2.967 -3.353 3.562 -0.06
H 4.046 2.382 -1.118 0.09
C -0.476 2.431 -0.526 -0.02
C 1.904 -0.676 -4.067 -0.13
H 2.041 0.657 6.361 0.09
H 5.891 -1.375 2.549 0.10
H 1.585 -2.520 -2.952 0.11
H 0.992 -2.601 -4.618 0.13
C 5.590 -0.456 2.044 -0.06
H 5.564 -1.531 -0.467 0.09
H 4.870 -2.732 0.632 0.09
C -0.215 -1.392 -3.282 -0.17
H 2.577 2.791 2.277 0.07
O 0.079 -0.056 2.394 -0.39
C -1.788 2.492 -1.041 -0.39
C -7.995 0.078 0.255 -0.06
H 1.463 -2.731 5.650 0.10
H 5.173 1.128 -0.572 0.08
H 1.729 -0.363 -5.095 0.12
C -3.106 -1.114 4.428 -0.07
H -3.165 -0.438 5.272 0.11
O 2.599 0.419 2.542 -0.25
H 2.588 -2.223 2.175 0.06
H 0.351 2.510 -1.224 0.07
C -5.800 0.563 1.119 -0.14
H -2.717 2.876 0.871 0.12
O 2.208 -0.088 0.064 -0.38
C -4.124 3.074 -0.736 -0.07
C 2.220 1.217 5.440 -0.07
N 1.714 -1.520 3.966 -0.27
C 0.034 -2.516 0.117 -0.42
N 3.878 1.833 0.934 -0.29
O 0.131 -0.213 -2.521 -0.31
```

## Properties
- E_LUMO: -6.90 eV
- Kohn-Sham gap: 0.2294 hartree
- Total charge: +2

=====

Record 4
Molecular formula: C32H50N3O11P2SV
Method: DFT, ωB97M-V/def2-TZVPD

Structure (XYZ):
```
100
Properties=species:S:1:pos:R:3:lowdin_spin:R:1
H 4.883 0.617 3.235 0.00
H 1.572 -2.435 -2.279 0.00
C 0.473 2.346 3.216 0.00
C -2.851 -0.930 4.321 0.00
C 2.208 4.898 -1.480 0.00
H -2.013 -4.271 4.407 0.00
O -0.771 0.183 -0.737 0.02
O -1.666 -0.583 3.495 0.00
C -0.440 -3.577 3.101 0.00
H 0.184 3.679 4.872 0.00
H 2.039 5.737 -2.150 0.00
H -0.818 -3.957 -3.087 0.00
C 1.652 -2.111 -3.307 0.00
O 4.570 0.147 2.449 0.01
H 4.060 1.950 4.394 0.00
H -2.518 3.442 2.973 0.00
H -3.173 -1.397 6.378 0.00
H -0.011 -2.897 3.840 0.00
H 4.387 2.624 -3.613 0.00
H -1.092 -4.946 -0.815 0.00
C 1.843 0.241 -2.509 0.01
C 1.877 -1.263 -5.946 0.00
C 0.624 -4.075 2.159 0.00
H -1.883 -2.654 -3.637 0.00
H 1.679 -3.337 -6.459 0.00
H -1.086 0.955 -3.160 0.00
C -1.208 -4.673 3.792 0.00
O -1.326 1.945 1.671 0.00
C -2.096 -4.525 -0.724 0.00
C 3.032 2.064 4.069 0.00
C 3.501 5.081 -0.702 0.00
O 2.816 -0.147 1.191 0.01
C 2.632 3.881 -3.743 0.00
H -2.250 1.554 -4.351 0.00
C -2.604 -0.919 0.895 0.00
H 4.735 4.352 -3.427 0.00
H 4.341 5.290 -1.362 0.00
H 2.044 3.214 -4.361 0.00
O -1.654 3.341 3.409 0.00
C -2.250 -3.328 -1.619 0.00
C 2.187 2.909 4.778 0.00
H -3.277 -2.963 -1.598 0.00
H -4.108 0.502 -3.130 0.00
C -2.046 0.753 -3.639 0.00
C 0.882 3.043 4.349 0.00
H -4.774 -0.093 4.712 0.00
H 1.974 -0.937 -6.973 0.00
N 2.202 3.692 -2.330 0.01
C 1.928 -0.338 -4.917 0.00
N 1.982 1.487 -2.793 0.00
H -2.285 -4.286 0.324 0.00
P -1.345 -1.260 2.135 0.00
C -2.336 -1.179 5.713 0.00
H 1.125 -3.259 1.640 0.00
H 4.349 3.697 -5.017 0.00
S 1.420 2.385 -0.198 -0.02
H 3.394 5.923 -0.017 0.00
C 2.525 1.411 2.966 0.00
H -2.812 -5.285 -1.041 0.00
O 0.039 -0.805 1.727 0.01
C 1.716 -2.613 -5.655 0.00
H 1.355 4.844 -0.807 0.00
C 3.328 0.421 2.143 0.01
C 1.610 -3.037 -4.338 0.00
V 1.034 0.136 0.291 1.90
H -2.379 2.146 -1.215 0.00
C 1.812 -0.759 -3.595 0.00
H 1.371 -4.627 2.729 0.00
H -1.978 -0.182 -4.196 0.00
P -1.888 -0.808 -0.755 0.00
N 1.280 1.555 2.532 0.00
H -2.504 -4.306 -3.502 0.00
O -1.444 -2.800 2.320 0.00
C -3.167 0.714 -2.631 0.00
H -0.535 -5.240 4.436 0.00
C -0.938 2.477 2.672 0.00
O -3.014 -0.493 -1.754 0.00
C -3.840 0.205 4.235 0.00
H 2.064 0.714 -5.125 0.00
C -3.297 1.948 -1.774 0.00
H 2.366 4.904 -4.001 0.00
H -3.456 1.085 4.756 0.00
H -1.821 -0.292 6.086 0.00
H -3.496 2.803 -2.420 0.00
H -4.066 0.479 3.204 0.00
C -1.836 -3.570 -3.048 0.00
H -4.131 1.857 -1.076 0.00
H -3.278 -1.849 3.915 0.00
H 1.508 -4.092 -4.117 0.00
C 1.895 2.495 -1.863 0.01
H 0.191 -4.750 1.420 0.00
H -3.074 0.044 1.114 0.00
O 1.745 -0.234 -1.280 0.00
H -3.333 -1.731 0.933 0.00
H 3.733 4.190 -0.116 0.00
H 2.545 3.449 5.644 0.00
H -1.646 -2.023 5.743 0.00
C 4.116 3.625 -3.953 0.00
H -1.639 -5.358 3.059 0.00
O -1.373 -2.240 -1.103 0.00
```

## Properties
- 2S+1: 3
- E_LUMO (spin up / spin down): -5.58 / -5.64 eV
- Kohn-Sham gap (spin up / spin down): 0.2842 / 0.2856 hartree
- Total charge: +2

=====

no.,total energy (Eh),F_max (eV/Å)
1,-20707.1941,2.01
2,-2929.7879,6.91
3,-3112.2575,1.26
4,-4266.1193,2.45